# 1
{"formula": "C27H28N9O3S5Ti", "method": "wB97M-V/def2-TZVPD", "e_tot_ha": -4604.7288, "e_lumo_ev": [1.670, 1.636], "spin_multiplicity": 3, "s2": 2.0237, "mol_weight_g_mol": 734.78, "charge": -1, "orbital_gap_ev": [4.32, 5.23], "relative_energy_ev": 2.990, "symbols": ["Ti", "N", "C", "S", "N", "N", "C", "C", "C", "C", "C", "C", "N", "H", "H", "H", "H", "H", "H", "H", "O", "C", "C", "C", "C", "C", "C", "C", "O", "N", "N", "C", "S", "C", "C", "S", "H", "H", "H", "H", "H", "H", "H", "H", "H", "C", "C", "C", "N", "C", "C", "H", "H", "H", "H", "H", "N", "C", "C", "N", "C", "H", "H", "H", "H", "C", "O", "C", "S", "S", "H", "H", "H"], "xyz": [[0.004, -0.022, 1.099], [0.919, 4.166, 2.562], [0.538, 2.850, 2.340], [1.742, 1.770, 1.654], [-0.663, 2.524, 2.664], [-0.967, 1.218, 2.279], [-2.151, 0.740, 2.687], [-2.466, -0.614, 2.439], [-3.676, -1.222, 2.843], [-3.890, -2.546, 2.596], [-2.901, -3.304, 1.930], [-1.754, -2.664, 1.548], [-1.506, -1.371, 1.804], [1.906, 4.314, 2.668], [0.314, 4.686, 3.177], [-2.829, 1.400, 3.207], [-4.422, -0.610, 3.337], [-4.819, -3.013, 2.899], [-3.041, -4.353, 1.710], [-0.984, -3.194, 0.998], [-3.369, -1.043, -1.097], [-2.767, -1.860, -1.968], [-3.521, -2.594, -2.890], [-2.928, -3.555, -3.686], [-1.558, -3.799, -3.598], [-0.791, -3.037, -2.736], [-1.375, -2.060, -1.924], [-0.521, -1.236, -1.033], [-0.964, -0.156, -0.468], [0.705, -1.677, -0.817], [1.479, -0.836, 0.014], [2.757, -0.979, -0.178], [3.955, -0.597, 1.051], [5.396, -0.897, -0.016], [4.930, -1.103, -1.454], [3.378, -2.030, -1.445], [-3.829, -0.272, -1.565], [-4.584, -2.395, -2.957], [-3.534, -4.121, -4.385], [-1.095, -4.565, -4.209], [0.283, -3.164, -2.685], [5.901, -1.784, 0.365], [6.064, -0.039, 0.064], [5.661, -1.668, -2.033], [4.734, -0.145, -1.932], [2.921, 3.256, -2.409], [2.593, 1.964, -2.795], [1.423, 1.403, -2.296], [0.619, 2.020, -1.431], [0.944, 3.263, -1.075], [2.070, 3.926, -1.545], [3.821, 3.732, -2.782], [3.220, 1.398, -3.475], [1.115, 0.409, -2.613], [0.267, 3.744, -0.375], [2.272, 4.942, -1.226], [2.373, -2.549, 3.717], [2.286, -1.462, 4.570], [1.457, -0.585, 3.953], [1.038, -1.116, 2.744], [1.620, -2.285, 2.635], [2.940, -3.365, 3.847], [2.820, -1.412, 5.504], [1.128, 0.386, 4.279], [1.518, -2.959, 1.799], [-2.289, 4.743, -2.203], [-3.087, 3.663, -2.674], [-3.373, 2.627, -1.838], [-4.345, 1.446, -2.617], [-2.843, 2.607, -0.250], [-2.492, 5.575, -2.877], [-1.233, 4.480, -2.245], [-2.541, 5.004, -1.178]]}

=====

# 2
{"formula": "C27H29Cl5N3SSb2Tc", "method": "wB97M-V/def2-TZVPD", "e_tot_ha": -4469.9801, "e_lumo_ev": [-9.291, -9.944], "spin_multiplicity": 2, "s2": 1.0708, "mol_weight_g_mol": 946.40, "charge": 3, "orbital_gap_ev": [6.34, 5.71], "symbols": ["Tc", "Cl", "C", "C", "C", "Cl", "C", "Cl", "C", "Cl", "C", "Cl", "C", "Sb", "C", "C", "C", "C", "C", "C", "C", "C", "C", "Sb", "C", "C", "H", "H", "H", "H", "H", "H", "H", "H", "H", "H", "H", "H", "H", "H", "H", "H", "H", "H", "H", "H", "C", "N", "C", "C", "N", "C", "S", "C", "C", "C", "C", "C", "N", "H", "H", "H", "H", "H", "H", "H", "H", "H"], "xyz": [[-0.912, 1.092, -0.312], [-2.373, 0.548, 1.660], [-2.791, -0.745, 0.529], [-1.956, -0.650, -0.561], [-2.164, -1.563, -1.586], [-1.162, -1.479, -2.993], [-3.174, -2.522, -1.485], [-3.428, -3.633, -2.754], [-3.981, -2.579, -0.333], [-5.206, -3.746, -0.204], [-3.798, -1.661, 0.716], [-4.755, -1.655, 2.122], [8.067, -2.961, -2.265], [6.585, -1.468, -2.482], [5.479, -2.031, -4.196], [5.218, -1.607, -0.776], [4.311, -2.711, -1.186], [4.797, -4.024, -1.082], [4.087, -5.100, -1.577], [2.868, -4.875, -2.206], [2.361, -3.588, -2.288], [3.051, -2.489, -1.777], [2.390, -1.144, -1.859], [1.049, -0.839, -0.175], [0.366, -2.800, 0.218], [2.443, -0.640, 1.409], [8.805, -2.816, -3.051], [7.594, -3.935, -2.385], [8.542, -2.875, -1.291], [5.126, -3.052, -4.049], [6.148, -1.987, -5.054], [4.642, -1.355, -4.346], [4.763, -0.636, -0.619], [5.865, -1.852, 0.064], [5.751, -4.191, -0.593], [4.478, -6.104, -1.481], [2.310, -5.703, -2.624], [1.402, -3.429, -2.769], [1.759, -1.085, -2.743], [3.080, -0.301, -1.890], [-0.351, -2.758, 1.038], [1.215, -3.416, 0.506], [-0.116, -3.223, -0.660], [1.905, -0.737, 2.351], [2.951, 0.322, 1.387], [3.166, -1.451, 1.335], [0.787, 3.156, 4.061], [-0.362, 3.552, 3.239], [-1.448, 4.276, 3.688], [-2.288, 4.430, 2.650], [-1.703, 3.798, 1.554], [-0.518, 3.254, 1.947], [0.605, 2.328, 1.018], [-2.225, 3.895, 0.238], [-2.916, 5.039, -0.124], [-3.472, 5.113, -1.389], [-3.296, 4.055, -2.270], [-2.552, 2.978, -1.849], [-2.032, 2.878, -0.610], [0.626, 3.532, 5.066], [1.696, 3.587, 3.651], [0.862, 2.071, 4.080], [-1.531, 4.605, 4.710], [-3.254, 4.897, 2.593], [-2.995, 5.867, 0.566], [-4.019, 5.997, -1.690], [-3.706, 4.072, -3.270], [-2.357, 2.141, -2.514]]}

=====

# 3
{"formula": "C27H29N2O2P", "method": "wB97M-V/def2-TZVPD", "e_tot_ha": -1647.6592, "e_lumo_ev": 0.719, "mol_weight_g_mol": 444.51, "charge": 0, "orbital_gap_ev": 9.80, "relative_energy_ev": 0.000, "symbols": ["O", "C", "N", "C", "C", "C", "C", "C", "C", "C", "C", "N", "P", "O", "C", "C", "C", "C", "C", "C", "C", "C", "C", "C", "C", "C", "C", "C", "C", "C", "C", "C", "H", "H", "H", "H", "H", "H", "H", "H", "H", "H", "H", "H", "H", "H", "H", "H", "H", "H", "H", "H", "H", "H", "H", "H", "H", "H", "H", "H", "H"], "xyz": [[-0.651, 1.177, 2.709], [-1.382, 0.836, 1.797], [-2.213, 1.692, 1.160], [-2.377, 3.072, 1.552], [-3.774, 3.332, 2.070], [-4.882, 3.589, 1.093], [-4.367, 4.702, 1.953], [-1.454, -0.562, 1.285], [-1.299, -1.691, 2.272], [-0.194, -1.392, 1.318], [0.109, -2.336, 0.173], [0.983, -1.659, -0.782], [0.342, -0.294, -1.555], [-1.108, -0.316, -1.813], [0.895, 1.110, -0.544], [1.969, 1.032, 0.329], [2.359, 2.150, 1.041], [1.697, 3.353, 0.860], [0.644, 3.440, -0.034], [0.239, 2.318, -0.732], [1.358, -0.190, -3.058], [2.745, -0.165, -2.999], [3.477, -0.076, -4.168], [2.828, -0.006, -5.392], [1.444, -0.025, -5.449], [0.709, -0.116, -4.280], [0.793, -3.570, 0.708], [2.131, -3.523, 1.078], [2.754, -4.642, 1.599], [2.045, -5.821, 1.762], [0.711, -5.874, 1.397], [0.089, -4.755, 0.871], [-2.779, 1.355, 0.398], [-2.171, 3.724, 0.697], [-1.633, 3.259, 2.331], [-4.017, 2.757, 2.955], [-5.862, 3.187, 1.302], [-4.638, 3.608, 0.041], [-3.772, 5.472, 1.485], [-4.989, 5.064, 2.756], [-2.125, -0.720, 0.453], [-1.152, -1.419, 3.305], [-1.894, -2.579, 2.120], [0.678, -0.906, 1.735], [-0.844, -2.623, -0.301], [1.384, -2.315, -1.444], [2.483, 0.091, 0.456], [3.180, 2.086, 1.739], [2.003, 4.225, 1.419], [0.140, 4.385, -0.183], [-0.591, 2.354, -1.424], [3.239, -0.213, -2.040], [4.556, -0.058, -4.129], [3.404, 0.066, -6.302], [0.941, 0.032, -6.403], [-0.371, -0.132, -4.294], [2.682, -2.604, 0.952], [3.795, -4.595, 1.883], [2.530, -6.694, 2.171], [0.153, -6.791, 1.519], [-0.951, -4.803, 0.582]]}

=====

Which formula does entry 2 have? C27H29Cl5N3SSb2Tc